1.
A 2-piece molecular cluster, CH4BClS overall at a distorted geometry, computed with ωB97M-V/def2-TZVPD.

Output
Strongest force on any atom, eV/A: 3.7
Total charge: 0
Energy above the lowest of the compared OMol25 structures with the same formula, charge and spin, kJ/mol: 461.9
E, eV: -25131.184

XYZ file:
```
8
CH4BClS (ωB97M-V/def2-TZVPD)
B 1.295 0.351 0.299
C -0.053 -0.268 -0.273
S 4.459 1.213 -0.026
Cl 4.855 -0.775 -0.018
H 0.254 -1.402 -0.449
H 1.502 0.977 1.139
H -0.268 0.084 -1.290
H -1.014 -0.161 0.357
```


2.
An isolated ion of composition C6H13N and charge +1 at a distorted geometry, computed with ωB97M-V/def2-TZVPD.

Output
Strongest force on any atom, eV/A: 2.9
Total charge: +1
Spin multiplicity: 2
Expectation value of S²: 0.75
Energy above the lowest of the compared OMol25 structures with the same formula, charge and spin, kJ/mol: 43.7
E, eV: -7914.759

XYZ file:
```
20
C6H13N (ωB97M-V/def2-TZVPD)
C 1.904 -1.499 -1.132
C 1.664 -0.326 -0.197
N 0.272 0.053 -0.111
C -0.775 -0.817 0.408
C -1.979 0.129 0.380
C -1.426 1.516 0.728
C -0.061 1.442 0.041
H 1.594 -1.211 -2.140
H 1.346 -2.403 -0.800
H 2.960 -1.756 -1.232
H 1.974 -0.549 0.824
H 2.271 0.521 -0.574
H -0.685 -0.890 1.508
H -0.978 -1.780 -0.056
H -2.625 0.112 -0.519
H -2.787 -0.148 1.077
H -1.313 1.460 1.808
H -1.990 2.370 0.371
H -0.124 1.851 -0.980
H 0.760 1.929 0.597
```


3.
C18H36O8S as an isolated structure at a distorted geometry, computed with ωB97M-V/def2-TZVPD.

Output
Strongest force on any atom, eV/A: 19.7
Total charge: 0
Energy above the lowest of the compared OMol25 structures with the same formula, charge and spin, kJ/mol: 2705.3
E, eV: -46435.698

XYZ file:
```
63
C18H36O8S (ωB97M-V/def2-TZVPD)
C -14.766 -10.967 14.753
C -16.085 -10.295 14.730
O -16.959 -10.948 15.587
S -16.495 -12.523 15.845
O -16.895 -13.346 14.718
O -16.808 -13.001 17.200
O -14.925 -12.010 15.681
H -14.025 -10.272 15.148
H -14.407 -11.359 13.802
H -16.525 -10.326 13.733
H -16.174 -9.245 15.007
C -20.926 -9.261 17.149
C -22.418 -9.746 17.362
C -23.001 -9.712 15.998
O -22.251 -8.634 15.448
C -20.889 -8.837 15.768
H -20.279 -10.111 17.366
H -20.818 -8.442 17.860
H -22.993 -9.035 17.955
H -22.345 -10.691 17.901
H -24.089 -9.669 15.945
H -22.786 -10.617 15.429
H -20.517 -7.822 15.629
H -20.551 -9.597 15.063
C -19.245 -10.706 14.468
C -19.758 -11.882 15.142
C -18.641 -12.222 16.202
O -18.175 -10.905 16.518
C -18.598 -9.867 15.595
H -20.058 -10.123 14.035
H -18.456 -10.882 13.737
H -19.888 -12.699 14.433
H -20.727 -11.696 15.605
H -17.972 -12.811 15.575
H -18.976 -12.848 17.029
H -17.686 -9.389 15.237
H -19.145 -9.038 16.044
C -16.989 -8.666 16.931
C -16.636 -7.212 17.128
C -17.985 -6.658 16.940
O -18.914 -7.593 17.481
C -18.409 -8.831 17.675
H -16.239 -9.293 17.414
H -17.112 -8.925 15.879
H -15.932 -6.776 16.419
H -16.524 -6.835 18.145
H -18.104 -6.540 15.863
H -18.048 -5.670 17.396
H -18.837 -9.686 17.151
H -18.174 -9.041 18.718
C -16.209 -10.799 11.721
C -16.799 -9.480 11.564
C -18.185 -9.691 12.186
O -18.081 -10.965 12.887
C -17.192 -11.777 12.168
H -15.454 -10.939 12.495
H -15.653 -11.146 10.850
H -16.925 -9.109 10.547
H -16.252 -8.732 12.139
H -18.988 -9.816 11.460
H -18.526 -8.907 12.862
H -17.923 -12.168 11.460
H -16.854 -12.641 12.739
```


- strongest force on any atom of number 1 (CH4BClS)?
  3.7 eV/A


Copy entry 3 word for word.
C18H36O8S as an isolated structure at a distorted geometry, computed with ωB97M-V/def2-TZVPD.

Output
Strongest force on any atom, eV/A: 19.7
Total charge: 0
Energy above the lowest of the compared OMol25 structures with the same formula, charge and spin, kJ/mol: 2705.3
E, eV: -46435.698

XYZ file:
```
63
C18H36O8S (ωB97M-V/def2-TZVPD)
C -14.766 -10.967 14.753
C -16.085 -10.295 14.730
O -16.959 -10.948 15.587
S -16.495 -12.523 15.845
O -16.895 -13.346 14.718
O -16.808 -13.001 17.200
O -14.925 -12.010 15.681
H -14.025 -10.272 15.148
H -14.407 -11.359 13.802
H -16.525 -10.326 13.733
H -16.174 -9.245 15.007
C -20.926 -9.261 17.149
C -22.418 -9.746 17.362
C -23.001 -9.712 15.998
O -22.251 -8.634 15.448
C -20.889 -8.837 15.768
H -20.279 -10.111 17.366
H -20.818 -8.442 17.860
H -22.993 -9.035 17.955
H -22.345 -10.691 17.901
H -24.089 -9.669 15.945
H -22.786 -10.617 15.429
H -20.517 -7.822 15.629
H -20.551 -9.597 15.063
C -19.245 -10.706 14.468
C -19.758 -11.882 15.142
C -18.641 -12.222 16.202
O -18.175 -10.905 16.518
C -18.598 -9.867 15.595
H -20.058 -10.123 14.035
H -18.456 -10.882 13.737
H -19.888 -12.699 14.433
H -20.727 -11.696 15.605
H -17.972 -12.811 15.575
H -18.976 -12.848 17.029
H -17.686 -9.389 15.237
H -19.145 -9.038 16.044
C -16.989 -8.666 16.931
C -16.636 -7.212 17.128
C -17.985 -6.658 16.940
O -18.914 -7.593 17.481
C -18.409 -8.831 17.675
H -16.239 -9.293 17.414
H -17.112 -8.925 15.879
H -15.932 -6.776 16.419
H -16.524 -6.835 18.145
H -18.104 -6.540 15.863
H -18.048 -5.670 17.396
H -18.837 -9.686 17.151
H -18.174 -9.041 18.718
C -16.209 -10.799 11.721
C -16.799 -9.480 11.564
C -18.185 -9.691 12.186
O -18.081 -10.965 12.887
C -17.192 -11.777 12.168
H -15.454 -10.939 12.495
H -15.653 -11.146 10.850
H -16.925 -9.109 10.547
H -16.252 -8.732 12.139
H -18.988 -9.816 11.460
H -18.526 -8.907 12.862
H -17.923 -12.168 11.460
H -16.854 -12.641 12.739
```